Entry 1:
Molecular formula: C3H6N3O
Method: DFT, ωB97M-V/def2-TZVPD

Computed properties:
E = -9715.6850 eV
net charge = +1
frontier orbital gap = 0.3124 hartree
energy above the lowest of the compared OMol25 structures with the same formula, charge and spin = 70.2 kcal per mole

Last column: Löwdin charge in e.
Cartesian coordinates (Å):
C 0.65579 0.13149 -1.14738  0.02
C 1.71584 0.72921 -0.57218  0.01
C 0.10273 -0.73585 -0.09674  -0.36
N 1.85773 0.19158 0.79954  0.10
N 0.90091 -0.56234 1.10316  0.09
N -1.47873 0.52342 0.56500  0.10
O -0.51250 -1.85629 -0.28323  0.20
H 0.32766 0.26658 -2.16801  0.13
H 2.59650 1.36575 -0.78079  0.14
H -1.56986 1.43095 0.02111  0.11
H -1.57507 0.82671 1.55841  0.10
H -2.52842 0.06930 0.47100  0.18
H -0.49259 -2.38052 0.53011  0.17

Entry 2:
Molecular formula: C5H2F2S
Method: DFT, ωB97M-V/def2-TZVPD

Computed properties:
structure (SMILES) = FC1=CC(=S)C=C1F
E = -21485.1546 eV
frontier orbital gap = 0.2851 hartree

Last column: Löwdin charge in e.
Cartesian coordinates (Å):
F 1.34848 0.68579 -2.06883  0.07
C 0.51371 0.33299 -1.04489  -0.18
C -0.78720 0.53133 -0.88143  0.01
C -1.04445 0.02869 0.59707  -0.82
S -2.48746 -0.12086 1.20601  0.81
C 0.18075 -0.39304 1.20555  -0.06
C 1.13477 -0.21875 0.25000  -0.18
F 2.35450 -0.73541 0.24362  0.12
H -1.41582 0.92180 -1.61196  0.10
H 0.20271 -1.03254 2.10485  0.13

Entry 3:
Molecular formula: C7H9N3
Method: DFT, ωB97M-V/def2-TZVPD

Computed properties:
E = -11870.5965 eV
frontier orbital gap (spin up / spin down) = 0.2932 / 0.2830 hartree
energy above the lowest of the compared OMol25 structures with the same formula, charge and spin = 112.9 kcal per mole

Last column: Löwdin charge in e.
Cartesian coordinates (Å):
C -2.44145 -0.19031 -0.01772  -0.13
C -1.79012 -0.97079 -1.00342  -0.05
C -1.85952 0.82652 0.68001  -0.10
C -0.40031 -0.73768 -1.26068  -0.03
C -0.50041 1.06806 0.44050  -0.04
C 0.14231 0.35403 -0.59905  -0.35
C 2.22457 -1.52131 0.65824  -0.22
N 2.26544 -0.33567 0.66365  0.06
N 1.89318 1.89327 -0.76735  0.02
N 1.45314 0.61356 -0.91987  -0.06
H -3.48192 -0.38017 0.15832  0.09
H -2.48327 -1.74177 -1.47162  0.12
H -2.36279 1.51832 1.37892  0.11
H 0.19215 -1.27714 -1.95420  0.09
H -0.12276 1.90912 1.03400  0.10
H 2.62318 -2.14061 1.50376  0.07
H 1.68218 -2.18826 -0.12321  0.09
H 1.29509 2.61463 -0.27093  0.11
H 2.80711 2.11020 -1.17150  0.10

Entry 4:
Molecular formula: C5H8
Method: DFT, ωB97M-V/def2-TZVPD

Computed properties:
E = -5309.1673 eV
frontier orbital gap (spin up / spin down) = 0.3020 / 0.3062 hartree
energy above the lowest of the compared OMol25 structures with the same formula, charge and spin = 115.3 kcal per mole

Last column: Löwdin charge in e.
Cartesian coordinates (Å):
C 1.77098 -0.21498 -0.58689  -0.03
C 0.86001 -1.05692 0.04283  -0.15
C 1.01412 1.02526 -0.02285  -0.17
C 0.10173 -0.01257 0.69633  -0.13
C -2.14273 -0.22085 -0.20505  0.06
H 2.63783 -0.18901 -1.31186  0.10
H 0.89472 -2.15508 0.26871  0.11
H 1.43563 1.56168 0.71618  0.06
H 0.61199 1.70017 -0.66999  0.07
H -0.16130 0.16065 1.78329  0.11
H -2.72543 -1.02579 0.26225  0.00
H -1.74087 -0.32310 -1.16437  -0.03
H -2.55668 0.75053 0.19142  0.01

Entry 5:
Molecular formula: C21H52Cl2P2SiW
Method: DFT, ωB97M-V/def2-TZVPD

Computed properties:
E = -75945.5234 eV
frontier orbital gap (spin up / spin down) = 0.2002 / 0.1944 hartree
multiplicity = 3

Last column: Löwdin spin population.
Cartesian coordinates (Å):
W 0.61808 0.29125 0.01747  1.52
Cl 2.06115 -1.31962 -1.13785  0.05
P 1.38764 -0.73994 2.01366  0.09
C 3.24259 -1.10094 2.00799  0.01
C 1.11309 0.08665 3.66366  0.01
C 0.65039 -2.46316 2.07663  0.02
C 4.08380 -0.04866 1.29781  0.00
H 3.29495 -2.00936 1.40677  0.00
C 3.84133 -1.38830 3.38232  0.00
H 4.04625 -0.47006 3.92826  0.00
H 4.79524 -1.90009 3.25190  0.00
H 3.22240 -2.01756 4.01255  0.00
H 4.05079 -0.17451 0.22261  0.00
H 5.12276 -0.14982 1.61529  0.00
H 3.76551 0.96375 1.53548  0.00
H 1.07683 -2.87415 1.15902  0.00
C -0.86656 -2.48860 1.92547  0.03
C 1.08355 -3.33944 3.24169  0.00
H 2.10343 -3.69706 3.13827  0.00
H 0.43899 -4.21788 3.29162  0.00
H 0.99437 -2.82347 4.19740  0.00
H -1.25770 -1.55590 1.52881  0.02
H -1.36520 -2.69228 2.86895  0.00
H -1.14467 -3.28437 1.23447  0.00
C 1.70145 1.49339 3.65027  0.00
H 1.68666 -0.51128 4.37225  0.00
C -0.33566 0.08915 4.13309  0.00
H 2.78761 1.49105 3.63806  0.00
H 1.38631 2.02612 4.54827  0.00
H 1.35711 2.05317 2.78735  0.00
H -1.02063 0.37804 3.34388  0.00
H -0.44532 0.80804 4.94632  0.00
H -0.63787 -0.87990 4.51762  0.00
Cl -0.74239 1.82086 1.10879  0.09
H 2.04614 1.07097 -0.06500  0.01
P 0.07228 1.07224 -2.15860  0.04
C -0.32017 -0.31586 -3.37971  0.01
C -1.33530 2.27321 -2.39880  0.01
C 1.62755 1.81778 -2.89439  0.00
C -1.03979 -1.50908 -2.76474  0.00
H 0.67616 -0.65726 -3.66263  0.00
C -1.06054 0.13037 -4.63785  0.00
H -2.12611 0.24891 -4.45386  0.00
H -0.95402 -0.64022 -5.40187  0.00
H -0.69219 1.05762 -5.06325  0.00
H -0.36590 -2.11829 -2.17489  0.00
H -1.44137 -2.13301 -3.56482  0.00
H -1.87313 -1.20896 -2.13353  0.00
H 2.27077 0.93525 -2.88576  0.00
C 2.28472 2.86941 -2.00722  0.00
C 1.52530 2.32222 -4.32561  0.00
H 1.45028 1.51642 -5.04930  0.00
H 2.42297 2.89055 -4.57173  0.00
H 0.67668 2.99127 -4.46551  0.00
H 1.84493 2.90780 -1.01461  0.00
H 2.22465 3.86249 -2.44351  0.00
H 3.34185 2.63074 -1.89140  0.00
C -2.62602 1.68699 -1.83668  0.00
H -1.44716 2.35811 -3.47999  0.00
C -1.06994 3.67081 -1.85524  0.00
H -3.10420 0.99586 -2.52496  0.00
H -3.33364 2.49311 -1.63920  0.00
H -2.44399 1.16157 -0.90532  0.00
H -0.77017 3.65507 -0.81328  0.00
H -1.98473 4.26049 -1.92750  0.00
H -0.30714 4.18902 -2.42777  0.00
C -4.26563 -0.46375 -0.87235  0.00
Si -2.60072 -0.85597 0.01152  0.05
C -3.39372 -0.39569 1.69579  0.01
C -2.79002 -2.71573 -0.40680  0.01
H -4.62587 0.56950 -0.68972  0.00
H -5.05347 -1.12568 -0.45605  0.00
H -4.23130 -0.70044 -1.95467  0.00
H -4.42104 -0.80809 1.76225  0.00
H -2.87216 -0.75974 2.59805  0.00
H -3.45907 0.70946 1.76566  0.00
H -3.27087 -3.25130 0.43829  0.00
H -3.44732 -2.86149 -1.28828  0.00
H -1.83385 -3.18178 -0.71132  0.00

Entry 6:
Molecular formula: C8H16N3O3S
Method: DFT, ωB97M-V/def2-TZVPD

Computed properties:
E = -29994.3167 eV
net charge = +1
frontier orbital gap = 0.3245 hartree
energy above the lowest of the compared OMol25 structures with the same formula, charge and spin = 44.8 kcal per mole

Last column: Löwdin charge in e.
Cartesian coordinates (Å):
C -0.78392 -0.90550 0.29219  -0.37
C 0.43837 2.28629 -0.40680  -0.29
C -3.98774 0.90462 1.11729  -0.17
C -4.32444 0.55481 -0.41750  -0.43
C -2.01010 -0.38679 0.31147  -0.51
C 3.54809 0.22574 -0.51673  -0.13
C 2.32732 0.91041 -1.25447  -0.16
C 3.24025 -1.26147 -0.40647  -0.22
N -0.33710 -1.82503 -0.57183  0.10
N 1.33192 1.48825 -0.35617  0.09
N -2.58410 0.45953 1.22869  -0.03
O 0.19582 -0.44940 1.40251  0.09
O -0.46872 3.03038 -0.27184  0.18
O 2.69127 -1.59738 0.93037  -0.16
S -3.22615 -0.76995 -0.94328  0.99
H -4.20202 1.98741 1.31805  0.14
H -4.60566 0.27728 1.64759  0.07
H -5.39387 0.16961 -0.55854  0.10
H -4.19117 1.50591 -0.94796  0.07
H 4.49888 0.32180 -1.16233  0.15
H 3.55798 0.71103 0.45846  0.12
H 2.71889 1.66295 -1.88165  0.10
H 1.71369 0.20290 -1.89741  0.13
H 2.43920 -1.75921 -1.10450  0.13
H 4.19589 -1.86979 -0.64750  0.14
H 0.33877 -1.46176 -1.21585  0.06
H -0.18487 -2.83913 -0.37960  0.15
H 0.48016 0.47370 1.10806  0.12
H -2.02477 0.72589 2.08129  0.17
H 1.18883 -0.87664 1.41843  0.18
H 3.41930 -1.89648 1.62604  0.18